{"formula": "C5H6N2O", "method": "ωB97M-V/def2-TZVPD", "homo_ha": -0.323, "e_lumo_ev": 0.85, "e_tot_ev": -10307.89179, "gap_ev": 9.650, "charge": 0, "smiles": "c1n[nH]c2c1COC2", "relative_energy_ev": 1.712, "elements": ["C", "N", "N", "C", "C", "C", "O", "C", "H", "H", "H", "H", "H", "H"], "coordinates": [[-1.28170, -1.46700, -0.24149], [-2.04087, -0.71129, -1.03347], [-1.40016, 0.44501, -1.06494], [-0.27365, 0.45922, -0.43743], [-0.08468, -0.81128, 0.19512], [1.22691, -0.60386, 0.96885], [1.78856, 0.46794, 0.36996], [0.78922, 1.37957, -0.03846], [-1.58048, -2.44317, -0.08167], [-1.74510, 1.18827, -1.67436], [1.90199, -1.40774, 0.93706], [0.94135, -0.42905, 2.04855], [0.50996, 1.91920, 0.83893], [1.24865, 2.01419, -0.78665]]}